A molecular structure, C34H88F6N9O12PbS2 at a distorted geometry, computed with ωB97M-V with the def2-TZVPD basis set.

As for the multiplicity: 2. The orbital gap (spin up / spin down) is 2.4 / 7.7 eV. As for the relative energy (zero: lowest compared OMol25 entry of this formula, charge and spin): 64.4 kJ/mol. Its LUMO energy (spin up / spin down) is -0.34 / -0.36 eV. The value obtained for the HOMO energy (spin up / spin down) is -2.76 / -8.07 eV. The total energy comes out at -117877.319 eV. The net charge is 0.

Element x y z (Å)
Pb 23.2783 17.8981 1.1424
C 22.5267 14.4166 -1.6667
F 22.0799 15.3486 -2.5353
F 22.0110 13.2100 -1.9860
F 23.8151 14.3050 -1.8047
S 22.0620 14.9595 0.0950
O 21.2425 16.1389 -0.0459
O 21.2853 13.8733 0.6857
N 23.5560 15.5476 0.8393
S 23.9771 14.1789 1.4904
O 23.3499 13.8734 2.7615
O 24.1082 13.0546 0.5420
C 25.8732 14.6538 1.9068
F 25.8100 15.4460 3.0217
F 26.5836 13.5273 2.0825
F 26.3745 15.2666 0.8535
C 22.7639 17.6694 5.8032
C 22.5137 17.6174 4.3017
C 21.2498 18.4245 3.9002
O 21.0743 18.2389 2.5009
C 19.8669 18.7627 1.9652
N 23.7114 18.0997 3.6127
H 22.8993 18.7073 6.1075
H 23.7182 17.1878 6.0161
H 21.9949 17.2199 6.4316
H 22.4001 16.5952 3.9406
H 21.0705 19.4697 4.1524
H 20.4266 17.9408 4.4259
H 19.0284 18.2566 2.4438
H 19.8185 18.4420 0.9246
H 19.7833 19.8471 2.0365
H 24.5302 17.6913 4.0403
H 23.8343 19.0257 3.9969
C 25.7442 16.9548 -2.8187
C 25.1514 17.2881 -1.4627
C 25.9064 18.3741 -0.6707
O 25.6758 18.1395 0.7303
C 26.6381 18.6247 1.5966
N 23.7714 17.6544 -1.6463
H 25.9411 17.8417 -3.4210
H 25.0324 16.2650 -3.2722
H 26.7144 16.4647 -2.7368
H 25.1215 16.3604 -0.8912
H 25.5494 19.3094 -1.1017
H 26.9648 18.3188 -0.9255
H 26.8785 19.6876 1.5722
H 27.6004 18.2226 1.2796
H 26.4128 18.3429 2.6251
H 23.1075 16.9274 -1.8720
H 23.7382 18.1774 -2.5097
C 19.0157 13.5102 -1.8987
C 17.5633 13.2234 -1.8395
C 16.8549 13.7515 -0.5875
O 17.5524 13.5035 0.6571
C 17.3599 12.1985 1.0808
N 16.8741 13.8533 -2.9405
H 19.1984 14.5209 -1.5338
H 19.3835 13.4074 -2.9196
H 19.5387 12.8205 -1.2362
H 17.4979 12.1419 -1.9581
H 15.8059 13.4554 -0.5857
H 16.7093 14.8219 -0.7327
H 17.5770 12.1658 2.1484
H 17.9709 11.4686 0.5498
H 16.3668 11.7520 1.0310
H 17.1451 13.4534 -3.8275
H 15.9140 13.5399 -2.9337
C 18.2834 15.5599 7.2447
C 18.1658 16.7903 6.3661
C 17.8854 16.4694 4.9079
O 18.9781 15.7015 4.3748
C 18.9510 15.3676 2.9379
N 17.0131 17.5566 6.8195
H 18.9278 14.7586 6.8832
H 17.2623 15.1839 7.3082
H 18.5464 15.9299 8.2357
H 19.0708 17.3911 6.2762
H 17.6148 17.2885 4.2416
H 16.9602 15.8934 4.9229
H 18.8234 16.2085 2.2562
H 18.1557 14.6267 2.8563
H 19.8276 14.7316 2.8152
H 17.3384 18.0365 7.6466
H 17.0924 18.2927 6.1325
C 29.4267 14.6436 4.2250
C 29.9427 15.2280 2.9397
C 30.4893 14.1826 1.8964
O 30.9501 14.8498 0.7679
C 32.0794 15.6838 0.8765
N 28.8338 15.9538 2.2433
H 28.6212 13.9356 4.0297
H 29.0929 15.4132 4.9210
H 30.2890 14.2493 4.7626
H 30.6746 16.0118 3.1346
H 29.6900 13.5239 1.5566
H 31.2895 13.6135 2.3696
H 31.7790 16.6972 1.1430
H 32.7335 15.5838 0.0103
H 32.6562 15.3259 1.7293
H 28.0721 15.2933 2.1834
H 29.0747 16.0293 1.2654
C 25.1665 14.2611 -5.2684
C 26.0006 13.4498 -4.2685
C 25.2936 12.1022 -3.8619
O 26.0777 11.2325 -3.0393
C 25.9211 11.4935 -1.6567
N 27.3629 13.2613 -4.8569
H 24.2904 14.5896 -4.7093
H 24.8216 13.6704 -6.1170
H 25.6125 15.1749 -5.6610
H 26.2276 14.1485 -3.4632
H 25.3162 11.5595 -4.8069
H 24.2756 12.1868 -3.4817
H 26.3853 10.6313 -1.1780
H 24.8723 11.4951 -1.3600
H 26.4470 12.3945 -1.3409
H 27.2942 12.5342 -5.5546
H 27.9733 13.0151 -4.0908
C 21.6526 15.9833 -5.9382
C 22.5897 17.0374 -5.4334
C 23.2048 17.8934 -6.5741
O 24.0235 17.1348 -7.3559
C 24.5676 17.7303 -8.4719
N 21.7949 17.8222 -4.4769
H 21.0149 16.3823 -6.7270
H 21.0890 15.5226 -5.1269
H 22.3551 15.2727 -6.3737
H 23.3996 16.6262 -4.8308
H 23.6205 18.7222 -6.0010
H 22.4926 18.4867 -7.1476
H 25.4157 18.3491 -8.1791
H 23.9838 18.5309 -8.9262
H 24.8947 16.9913 -9.2034
H 21.2988 17.1138 -3.9554
H 20.9703 18.1667 -4.9474
C 23.0344 22.7149 1.1352
C 22.6366 21.3501 1.0734
C 22.2290 20.9710 -0.3255
O 21.9017 19.5968 -0.2785
C 21.0106 19.2133 -1.3197
N 23.7781 20.3977 1.3484
H 23.8463 22.8623 0.4230
H 23.5631 22.8682 2.0759
H 22.0889 23.2405 1.0018
H 21.7086 21.1392 1.6048
H 23.0680 21.0418 -1.0177
H 21.3744 21.5829 -0.6145
H 21.6199 19.2097 -2.2235
H 20.1707 19.8745 -1.5329
H 20.4679 18.2682 -1.3016
H 24.6431 20.8613 1.1097
H 23.8492 20.5339 2.3467

Cartesian forces, eV/Å:
-0.860 -1.276 -0.742
-2.228 -0.889 0.375
-0.061 0.133 -1.268
0.022 0.496 -0.197
1.476 0.410 -0.394
-2.213 -2.714 -0.631
0.176 1.593 -0.693
-0.066 0.028 -0.030
0.663 0.391 1.276
2.972 -1.891 0.978
0.604 0.435 -0.445
0.062 1.450 1.188
-3.977 -1.273 -0.223
1.204 -0.702 -0.935
0.091 0.743 0.748
0.614 0.737 0.028
0.075 0.009 0.094
-0.485 0.347 0.440
-0.504 -1.478 -0.269
-0.117 0.577 0.153
-0.057 -1.014 -0.153
0.304 1.180 0.974
-0.150 0.193 0.088
-0.083 -0.261 0.082
-0.082 -0.056 -0.186
-0.506 -0.147 0.179
1.107 0.496 0.179
-0.219 -0.430 0.047
-0.183 0.332 0.309
0.221 0.193 0.026
0.089 0.117 0.161
0.232 -1.012 -0.248
-0.017 0.995 -0.238
0.808 -0.096 0.368
0.291 -1.161 0.058
-0.128 -1.369 -0.852
-0.231 0.821 -1.439
1.902 0.182 0.226
-0.715 1.325 -0.156
-0.425 0.128 -0.259
0.264 0.160 -0.391
0.040 -0.215 0.056
0.389 0.113 0.264
-0.194 0.635 0.746
0.257 -0.158 0.406
-0.860 0.629 -0.185
0.168 -0.558 0.490
-0.018 -0.224 -0.221
0.334 -0.574 0.434
-0.281 0.761 -0.157
0.639 0.481 0.623
-0.519 -0.634 0.030
0.680 0.337 0.239
-1.600 0.584 -1.608
0.323 -1.273 1.005
-0.907 0.313 -1.002
0.288 0.128 -0.112
0.094 -0.058 0.028
0.226 0.159 -0.088
-0.423 -0.420 0.488
-0.117 -0.874 0.427
0.801 0.307 0.241
0.452 -0.053 -0.018
0.502 0.076 -0.028
-0.694 0.689 -0.410
0.754 0.048 -0.176
-0.568 0.253 0.362
-0.318 0.353 -0.157
0.391 -0.668 -1.366
0.000 -2.115 -0.729
-0.057 1.109 -0.454
-0.600 -1.382 2.237
0.782 0.831 -0.281
0.200 0.335 0.068
-0.010 -0.246 0.097
0.260 -0.424 0.169
0.491 0.086 0.788
0.448 0.771 0.176
-0.233 -0.570 -0.187
0.239 -0.094 0.142
-0.481 0.384 -0.574
0.366 0.739 -0.480
-0.326 0.055 0.648
-1.037 0.792 -0.121
0.729 0.343 0.328
-1.133 0.317 -1.856
0.228 1.072 1.808
-0.156 0.002 -1.791
0.030 -0.728 1.407
0.084 -0.277 0.516
0.182 -0.218 0.276
-0.433 0.210 -0.335
-0.171 -0.818 -0.037
0.428 -0.315 0.116
-0.016 -0.041 0.170
0.237 -0.363 -0.028
0.148 0.276 -0.496
-0.440 0.295 -0.205
0.410 0.029 0.182
-0.069 0.054 0.349
0.423 0.285 -0.296
-0.767 -0.319 0.640
0.970 0.633 -0.576
1.634 0.022 -0.734
-0.488 0.931 -0.218
0.303 -0.838 0.005
-1.236 0.255 0.492
-0.433 -0.043 -0.185
0.010 -0.147 -0.056
0.493 -0.229 0.190
-0.467 -0.328 0.599
-0.602 -0.075 -0.244
-0.029 0.274 0.033
0.075 0.122 0.251
-0.045 0.355 0.015
-0.195 0.230 0.064
0.482 -0.335 0.057
0.254 -0.567 -0.310
1.435 -1.005 -0.897
-1.125 0.639 -0.193
-1.243 1.073 2.209
0.024 -1.416 0.040
1.142 1.465 -0.336
0.034 0.944 0.288
-0.190 -0.055 0.114
0.004 -0.119 -0.189
-0.625 -0.724 -0.378
0.161 -0.204 -0.320
1.400 0.187 0.009
-0.849 -0.578 -0.487
0.753 -0.265 0.145
-1.017 -0.444 -0.289
-0.233 0.001 0.159
0.399 -0.254 0.870
-0.026 0.759 -0.677
0.942 1.543 0.743
0.234 -3.532 -2.105
-0.131 -0.651 -0.210
-2.179 0.102 0.133
0.210 0.245 -1.850
-0.879 1.703 1.780
-0.463 0.615 -0.606
-0.605 0.661 0.431
0.689 1.137 -0.020
0.517 -0.368 0.960
0.086 0.629 -0.291
-0.049 0.022 -0.430
-0.227 -0.187 -0.350
0.149 0.922 0.552
0.960 -0.539 1.122
0.300 0.202 -0.893
0.214 -0.699 0.794